2 unconnected molecules or ions with the total composition C3H10NS, computed with the ωB97M-V functional and the def2-TZVPD basis.

The LUMO energy is -4.729 eV. For the orbital gap, the calculation gives 8.82 eV. Its charge is +1. The calculation puts the highest occupied orbital energy at -13.5 eV. The energy relative to the best compared isomer or geometry (same formula, charge and spin) comes out at 82.14 kJ/mol. Its molecular weight is 92.2 g mol⁻¹.

Cartesian coordinates (Å):
C (1.453, 2.074, 0.482)
C (1.787, 0.575, -1.393)
N (1.116, 0.956, -0.392)
H (1.512, 1.716, 1.504)
H (0.656, 2.813, 0.427)
H (2.398, 2.517, 0.180)
H (2.714, 1.068, -1.656)
H (1.430, -0.262, -1.979)
H (0.214, 0.464, -0.196)
C (-0.808, -1.973, 0.992)
S (-1.637, -0.643, 0.055)
H (-0.851, -1.689, 2.039)
H (-1.365, -2.892, 0.860)
H (0.226, -2.124, 0.695)
H (-1.567, -1.236, -1.145)

***

A molecular structure, CH4IN3 at a distorted geometry, computed with the ωB97M-V functional and the def2-TZVPD basis.

The LUMO energy is 0.367 eV. For the orbital gap, the calculation gives 8.93 eV. The calculation puts the highest occupied orbital energy at -8.6 eV. The energy relative to the best compared isomer or geometry (same formula, charge and spin) comes out at 31.74 kJ/mol. Its molecular weight is 185.0 g mol⁻¹.

Cartesian coordinates (Å):
C (-0.244, 0.289, 0.023)
N (-1.049, -1.463, -1.316)
N (-0.928, -2.759, -1.715)
N (-0.032, -1.025, -0.557)
I (-2.554, -3.183, -2.834)
H (-0.849, 0.247, 1.010)
H (0.633, 0.729, 0.410)
H (-0.669, 0.920, -0.685)
H (0.902, -1.512, -0.482)

***

A molecular structure, H8NaO4, computed with the ωB97M-V functional and the def2-TZVPD basis.

The LUMO energy is -3.390 eV. For the orbital gap, the calculation gives 12.48 eV. Its charge is +1. The calculation puts the highest occupied orbital energy at -15.9 eV. The energy relative to the best compared isomer or geometry (same formula, charge and spin) comes out at 12.95 kJ/mol. Its molecular weight is 95.0 g mol⁻¹.

Cartesian coordinates (Å):
Na (-0.281, 0.270, 0.216)
O (1.324, -1.234, 0.978)
H (1.805, -0.858, 1.715)
H (1.941, -1.846, 0.576)
O (0.620, 2.112, 1.582)
H (0.010, 2.493, 2.214)
H (1.458, 2.533, 1.775)
O (-1.136, -2.024, -0.337)
H (-0.649, -2.813, -0.577)
H (-1.911, -2.040, -0.898)
O (-0.866, 1.089, -2.079)
H (-1.613, 0.583, -2.400)
H (-0.701, 1.734, -2.767)

***

C8H20BFN2O2 in the gas phase at a distorted geometry, computed with the ωB97M-V functional and the def2-TZVPD basis.

The LUMO energy is 0.547 eV. For the orbital gap, the calculation gives 9.27 eV. The calculation puts the highest occupied orbital energy at -8.7 eV. The structure (SMILES) is C[C@@H](F)[C@](C)(CN)OCB(O)N(C)C. Its molecular weight is 206.1 g mol⁻¹.

Cartesian coordinates (Å):
C (-1.616, -0.916, -2.006)
C (-0.591, -0.008, -1.346)
F (-0.049, 0.813, -2.325)
C (-1.156, 0.857, -0.210)
C (-2.409, 1.582, -0.704)
C (-0.133, 1.925, 0.240)
N (-0.039, 3.089, -0.639)
O (-1.550, 0.096, 0.913)
C (-0.822, -1.087, 1.240)
B (0.685, -0.827, 1.728)
O (0.838, 0.035, 2.802)
N (1.874, -1.407, 1.146)
C (2.840, -0.488, 0.551)
C (1.670, -2.597, 0.328)
H (-1.102, -1.699, -2.565)
H (-2.269, -1.383, -1.274)
H (-2.202, -0.349, -2.727)
H (0.232, -0.633, -0.991)
H (-2.649, 2.391, -0.015)
H (-2.251, 1.981, -1.702)
H (-3.254, 0.898, -0.714)
H (0.854, 1.482, 0.379)
H (-0.468, 2.216, 1.241)
H (0.895, 3.464, -0.635)
H (-0.670, 3.816, -0.341)
H (-0.908, -1.861, 0.473)
H (-1.351, -1.492, 2.109)
H (1.375, -0.353, 3.491)
H (2.430, 0.099, -0.277)
H (3.202, 0.208, 1.306)
H (3.684, -1.053, 0.155)
H (1.409, -2.382, -0.715)
H (2.593, -3.181, 0.315)
H (0.910, -3.238, 0.770)